# 1
The following is a quantum chemistry calculation of 2 unconnected molecules or ions with the total composition C5H12NS2 at a distorted geometry, from the OMol25 dataset.

Each atom is followed by the atoms it is bonded to, with distances in Å.
Positions of all 20 atoms, in Å:
1 H 0.11 2.13 -2.20  C5 1.086
2 C 1.03 -0.64 -0.82  H6 1.096, C10 1.525, N14 1.386, H17 1.110
3 H -0.52 -2.09 -0.54  C10 1.091
4 C 0.06 -0.50 2.09  S9 1.648, S18 1.652
5 C -0.39 2.34 -1.26  H1 1.086, C8 1.550, H13 1.086, H19 1.086
6 H 1.84 -1.06 -0.22  C2 1.096
7 H -0.55 -1.35 -2.14  C10 1.088
8 C -0.71 1.02 -0.51  C5 1.550, H11 1.098, N14 1.397, H15 1.096
9 S 1.28 -1.52 2.54  C4 1.648, H12 1.359
10 C 0.10 -1.72 -1.35  C2 1.525, H3 1.091, H7 1.088, H20 1.087
11 H -1.36 0.38 -1.11  C8 1.098
12 H 1.00 -1.77 3.85  S9 1.359
13 H -1.32 2.86 -1.45  C5 1.086
14 N 0.53 0.47 -0.15  C2 1.386, C8 1.397
15 H -1.24 1.33 0.40  C8 1.096
16 H -1.11 -0.33 4.11  S18 1.356
17 H 1.56 -0.17 -1.68  C2 1.110
18 S -1.24 0.16 2.86  C4 1.652, H16 1.356
19 H 0.26 2.98 -0.65  C5 1.086
20 H 0.68 -2.54 -1.76  C10 1.087

Calculated values
LUMO (spin up / spin down)   -5.85 / -6.16 eV
HOMO level (spin up / spin down)   -13.62 / -13.46 eV
Kohn-Sham gap (spin up / spin down)   7.78 / 7.29 eV
Total charge   +1

---

# 2
The following is a quantum chemistry calculation of a single C4H6N2 molecule, from the OMol25 dataset.

Each atom is followed by the atoms it is bonded to, with distances in Å.
Positions of all 12 atoms, in Å:
1 N 1.57 1.27 -0.56  N8 1.256, C12 1.429
2 H 2.97 -0.35 -0.18  C12 1.084
3 H -2.06 -0.84 0.54  C11 1.095
4 H 0.76 -1.76 0.53  C5 1.081
5 C 0.85 -0.72 0.23  H4 1.081, C10 1.488, C12 1.337
6 H -0.34 0.62 1.27  C10 1.105
7 H -1.75 -0.56 -1.18  C11 1.092
8 N 0.34 1.45 -0.41  N1 1.256, C10 1.472
9 H -2.34 0.76 -0.14  C11 1.094
10 C -0.26 0.27 0.23  C5 1.488, H6 1.105, N8 1.472, C11 1.524
11 C -1.68 -0.11 -0.18  H3 1.095, H7 1.092, H9 1.094, C10 1.524
12 C 1.93 -0.05 -0.16  N1 1.429, H2 1.084, C5 1.337

Calculated values
LUMO   0.35 eV
HOMO level   -9.46 eV
SMILES   C[C@H]1C=CN=N1
Kohn-Sham gap   9.81 eV

---

# 3
The following is a quantum chemistry calculation of a gas-phase ion, C5H12NO2Si (charge -1) at a distorted geometry, from the OMol25 dataset.

Each atom is followed by the atoms it is bonded to, with distances in Å.
Positions of all 21 atoms, in Å:
1 H -2.59 0.83 0.58  C2 1.029
2 C -1.84 1.51 0.75  H1 1.029, H6 1.000, H15 1.194, Si19 2.063
3 O -0.13 1.30 -2.54  C11 1.238
4 O 0.36 -0.66 -3.40  C8 1.433, C11 1.458
5 H -1.41 -1.01 2.15  C21 1.164
6 H -1.73 1.93 1.65  C2 1.000
7 C 1.30 1.70 0.89  H14 1.043, H16 1.059, H18 1.112, Si19 1.979
8 C 0.53 -2.07 -3.54  O4 1.433, H13 1.074, H17 1.119, H20 1.111
9 N 0.02 -0.41 -0.98  C11 1.347, Si19 1.663
10 H 0.17 -0.65 2.67  C21 0.998
11 C 0.01 0.12 -2.22  O3 1.238, O4 1.458, N9 1.347
12 H 0.04 -1.90 1.46  C21 1.061
13 H -0.34 -2.66 -3.78  C8 1.074
14 H 1.39 2.03 -0.10  C7 1.043
15 H -1.72 2.27 -0.17  C2 1.194
16 H 0.88 2.27 1.67  C7 1.059
17 H 0.90 -2.27 -2.50  C8 1.119
18 H 2.13 1.11 1.34  C7 1.112
19 Si -0.13 0.38 0.48  C2 2.063, C7 1.979, N9 1.663, C21 1.928
20 H 1.15 -2.25 -4.44  C8 1.111
21 C -0.29 -0.97 1.84  H5 1.164, H10 0.998, H12 1.061, Si19 1.928

Calculated values
LUMO   3.85 eV
HOMO level   -4.22 eV
SMILES   CO/C([O-])=N/[Si](C)(C)C
Kohn-Sham gap   8.08 eV
Total charge   -1

---

# 4
The following is a quantum chemistry calculation of 2 unconnected molecules or ions with the total composition C31H49F3N5O7Si, from the OMol25 dataset.

Each atom is followed by the atoms it is bonded to, with distances in Å.
Positions of all 96 atoms, in Å:
1 H 1.00 1.94 2.63  C12 1.091
2 N 2.14 3.23 -3.37  H10 1.015, H21 1.016, C38 1.490
3 H 2.93 -2.52 -0.05  C33 1.087
4 H 3.07 -4.00 3.53  C69 1.089
5 C -2.60 0.27 1.26  Si13 1.885, H31 1.089, H67 1.093, H80 1.095
6 C -0.43 2.35 1.01  C12 1.545, Si13 1.893, H45 1.092, H77 1.087
7 H -3.11 -4.35 -1.18  C53 1.094
8 C 0.82 -4.86 -0.27  H19 1.086, O25 1.417, C50 1.557, H61 1.091
9 H -1.55 2.49 3.93  C87 1.091
10 H 2.30 3.57 -4.31  N2 1.015
11 H -0.57 -3.15 -3.44  C83 1.087
12 C 0.54 1.44 1.78  H1 1.091, C6 1.545, H23 1.087, C42 1.523
13 Si -2.22 2.09 1.57  C5 1.885, C6 1.893, C84 1.868, C87 1.871
14 C -4.20 4.05 0.81  C16 1.389, H63 1.083, C84 1.398
15 C -0.11 -2.10 -1.63  C58 1.383, C83 1.505, C94 1.391
16 C -5.00 4.72 -0.10  C14 1.389, H76 1.081, C82 1.387
17 H 1.29 -4.81 -2.17  O25 0.960
18 H 1.22 -0.80 2.41  C92 1.072
19 H 1.45 -5.24 0.53  C8 1.086
20 O 0.58 -1.35 -4.60  H36 0.966, C57 1.334
21 H 1.51 3.91 -2.95  N2 1.016
22 H -0.65 1.90 -3.41  N35 1.010
23 H -0.05 0.62 2.19  C12 1.087
24 H -2.81 3.61 3.43  C87 1.089
25 O 1.66 -4.50 -1.34  C8 1.417, H17 0.960
26 H 2.48 1.52 -1.75  C48 1.087
27 H 0.96 2.25 -1.45  C48 1.088
28 C -4.06 3.41 -1.89  H68 1.082, C82 1.390, C95 1.387
29 H 3.08 0.88 -3.89  N81 1.012
30 O -1.29 -0.40 -3.91  C57 1.202
31 H -3.67 0.08 1.33  C5 1.089
32 H 1.45 -3.40 3.84  C69 1.091
33 C 3.26 -2.94 0.89  H3 1.087, H49 1.089, C64 1.540, H65 1.089
34 H -3.24 1.93 3.81  C87 1.089
35 N 0.09 2.16 -4.04  H22 1.010, C38 1.458, H74 1.010
36 H 1.39 -1.73 -4.22  O20 0.966
37 H -2.60 1.97 -1.34  C95 1.087
38 C 1.42 1.93 -3.48  N2 1.490, N35 1.458, C48 1.526, N81 1.447
39 O -2.73 -1.71 -1.49  C62 1.421, H71 0.963
40 H 2.35 1.48 -5.23  N81 1.013
41 N -4.73 -3.79 -2.36  C53 1.455, H72 1.011, H73 1.012
42 C 1.65 0.92 0.87  C12 1.523, F56 1.359, F75 1.380, C90 1.549
43 N 0.84 -1.37 0.41  C58 1.360, C90 1.378, C92 1.495
44 H -5.57 4.92 -2.15  C82 1.081
45 H -0.46 2.03 -0.04  C6 1.092
46 H 3.07 -1.84 2.69  C64 1.088
47 H -1.11 -3.91 -0.02  C50 1.090
48 C 1.44 1.46 -2.03  H26 1.087, H27 1.088, C38 1.526, C79 1.533
49 H 4.29 -2.64 1.03  C33 1.089
50 C -0.08 -3.70 0.26  C8 1.557, H47 1.090, C58 1.499, H86 1.081
51 O 5.92 4.76 5.86  C54 1.177
52 H 4.58 1.66 3.32  C59 1.087
53 C -3.29 -3.97 -2.20  H7 1.094, N41 1.455, C62 1.526, H88 1.093
54 C 5.22 3.96 5.36  O51 1.177, O70 1.360, O89 1.374
55 H -0.86 -4.09 -2.00  C83 1.086
56 F 2.17 2.01 0.25  C42 1.359
57 C -0.19 -0.81 -3.66  O20 1.334, O30 1.202, C94 1.515
58 C 0.24 -2.35 -0.32  C15 1.383, N43 1.360, C50 1.499
59 C 4.51 2.09 4.32  H52 1.087, H60 1.092, C66 1.512, O70 1.425
60 H 4.42 1.30 5.06  C59 1.092
61 H 0.17 -5.68 -0.57  C8 1.091
62 C -2.45 -2.73 -2.44  O39 1.421, C53 1.526, C83 1.567, H85 1.089
63 H -4.26 4.29 1.86  C14 1.083
64 C 2.43 -2.51 2.12  C33 1.540, H46 1.088, C69 1.533, C92 1.550
65 H 3.29 -4.03 0.81  C33 1.089
66 C 3.37 3.08 4.46  C59 1.512, O89 1.404, H91 1.092, F93 1.365
67 H -2.05 -0.41 1.92  C5 1.093
68 H -4.02 3.16 -2.94  C28 1.082
69 C 2.14 -3.68 3.06  H4 1.089, H32 1.091, C64 1.533, H78 1.090
70 O 5.64 2.91 4.61  C54 1.360, C59 1.425
71 H -3.15 -2.09 -0.71  O39 0.963
72 H -5.14 -3.29 -1.59  N41 1.011
73 H -4.93 -3.25 -3.20  N41 1.012
74 H -0.03 1.63 -4.89  N35 1.010
75 F 2.74 0.41 1.55  C42 1.380
76 H -5.69 5.47 0.27  C16 1.081
77 H -0.15 3.40 1.09  C6 1.087
78 H 1.75 -4.55 2.53  C69 1.090
79 C 0.93 0.12 -1.49  C48 1.533, C90 1.400, C94 1.409
80 H -2.30 0.04 0.23  C5 1.095
81 N 2.19 1.05 -4.32  H29 1.012, C38 1.447, H40 1.013
82 C -4.94 4.40 -1.45  C16 1.387, C28 1.390, H44 1.081
83 C -0.92 -3.09 -2.42  H11 1.087, C15 1.505, H55 1.086, C62 1.567
84 C -3.31 3.05 0.40  Si13 1.868, C14 1.398, C95 1.400
85 H -2.70 -2.32 -3.41  C62 1.089
86 H -0.06 -3.72 1.34  C50 1.081
87 C -2.48 2.57 3.36  H9 1.091, Si13 1.871, H24 1.089, H34 1.089
88 H -2.98 -4.72 -2.93  C53 1.093
89 O 3.85 3.97 5.43  C54 1.374, C66 1.404
90 C 1.13 -0.14 -0.13  C42 1.549, N43 1.378, C79 1.400
91 H 3.13 3.62 3.54  C66 1.092
92 C 1.14 -1.70 1.84  H18 1.072, N43 1.495, C64 1.550, H96 1.084
93 F 2.24 2.46 4.91  C66 1.365
94 C 0.26 -0.89 -2.22  C15 1.391, C57 1.515, C79 1.409
95 C -3.26 2.75 -0.97  C28 1.387, H37 1.087, C84 1.400
96 H 0.25 -2.18 2.24  C92 1.084

Calculated values
LUMO   -3.92 eV
HOMO level   -11.38 eV
Kohn-Sham gap   7.46 eV
Total charge   +1

---

# 5
The following is a quantum chemistry calculation of 2 unconnected molecules or ions with the total composition C2H6N3S2 at a distorted geometry, from the OMol25 dataset.

Each atom is followed by the atoms it is bonded to, with distances in Å.
Positions of all 13 atoms, in Å:
1 H -0.59 -1.42 0.18  C8 1.145
2 N -1.82 -2.57 -1.70  S6 1.454, N9 1.157
3 H 1.78 -1.84 0.28  S5 1.317
4 H -1.53 0.83 0.70  C10 0.988
5 S 1.47 -0.87 -0.55  H3 1.317, C8 1.789
6 S -1.95 -3.84 -2.40  N2 1.454
7 H 0.44 -0.54 1.63  C8 1.178
8 C 0.07 -0.54 0.51  H1 1.145, S5 1.789, H7 1.178, C10 1.457
9 N -1.62 -1.58 -1.15  N2 1.157
10 C -0.73 0.62 0.15  H4 0.988, C8 1.457, N11 1.318
11 N -0.56 1.21 -1.02  C10 1.318, H12 0.987, H13 1.006
12 H -1.14 1.96 -1.28  N11 0.987
13 H 0.10 0.88 -1.71  N11 1.006

Calculated values
LUMO   -5.07 eV
HOMO level   -13.30 eV
Kohn-Sham gap   8.23 eV
Total charge   +1